Record 1
C33H40BaF6N5O6P2S2 as an isolated structure in a non-equilibrium geometry. Source: OMol25; level of theory: ωB97M-V with the def2-TZVPD basis set.

Last column: Mulliken charge in e.
Positions of all 95 atoms, in Å:
Ba  -0.964  0.001  -0.056  1.826
F  -3.440  4.105  -0.102  -0.195
C  -3.613  3.212  -1.065  0.630
F  -4.832  2.686  -0.967  -0.183
F  -3.551  3.852  -2.234  -0.184
S  -2.287  1.925  -1.072  0.730
O  -1.488  2.080  0.113  -0.786
O  -1.548  2.066  -2.281  -0.572
N  -2.994  0.534  -1.017  -0.780
S  -3.495  0.273  0.444  1.497
O  -2.629  -0.668  1.088  -1.003
O  -3.819  1.473  1.129  -0.682
C  -5.029  -0.721  0.160  0.321
F  -5.472  -1.258  1.294  -0.184
F  -6.010  -0.020  -0.391  -0.186
F  -4.702  -1.725  -0.669  -0.198
O  1.763  -2.468  0.916  -0.676
N  0.896  -2.512  -0.150  0.443
C  1.010  -3.555  -0.869  -0.894
C  0.185  -3.832  -2.035  0.716
C  -0.020  -5.183  -2.326  -0.993
C  -0.791  -5.584  -3.400  -0.784
C  -1.326  -4.627  -4.243  -0.929
C  -1.098  -3.283  -3.995  -0.255
C  -0.382  -2.856  -2.880  0.853
P  -0.094  -1.051  -2.608  1.158
C  1.605  -0.994  -3.299  0.306
C  1.876  -1.501  -4.569  -0.389
C  3.152  -1.411  -5.098  -0.783
C  4.165  -0.824  -4.360  -0.588
C  3.906  -0.337  -3.087  -0.633
C  2.629  -0.420  -2.552  -0.272
C  -1.086  -0.277  -3.923  0.493
C  -2.467  -0.471  -3.903  -0.367
C  -3.279  0.168  -4.821  -0.924
C  -2.725  1.023  -5.762  -0.735
C  -1.358  1.242  -5.771  -0.722
C  -0.542  0.602  -4.854  -0.874
H  1.473  -1.674  1.414  0.127
H  1.741  -4.323  -0.589  0.401
H  0.426  -5.924  -1.682  0.501
H  -0.963  -6.633  -3.579  0.422
H  -1.900  -4.922  -5.107  0.470
H  -1.495  -2.552  -4.686  0.456
H  1.081  -1.953  -5.142  0.447
H  3.351  -1.790  -6.089  0.436
H  5.157  -0.743  -4.779  0.399
H  4.702  0.117  -2.518  0.453
H  2.400  -0.043  -1.548  0.199
H  -2.905  -1.128  -3.163  0.730
H  -4.348  0.004  -4.809  0.468
H  -3.359  1.522  -6.480  0.430
H  -0.928  1.919  -6.495  0.451
H  0.522  0.788  -4.858  0.476
O  0.476  -0.220  1.807  0.451
P  0.740  0.725  2.965  -0.662
N  0.987  2.304  2.489  0.695
C  0.004  3.374  2.582  -0.057
C  0.783  4.582  2.066  -0.870
C  1.676  3.995  0.963  -0.810
C  1.789  2.494  1.288  0.196
N  2.140  0.281  3.739  0.077
C  3.086  -0.698  3.198  -0.702
C  4.406  -0.385  3.909  -0.705
C  4.298  1.104  4.222  -0.693
C  2.828  1.240  4.601  -0.487
N  -0.382  0.858  4.193  0.061
C  -0.253  0.061  5.406  -0.615
C  -1.082  -1.203  5.162  -0.973
C  -2.130  -0.765  4.124  -0.268
C  -1.781  0.703  3.822  -0.301
H  -0.317  3.488  3.616  0.412
H  -0.876  3.197  1.959  -0.189
H  1.394  5.011  2.862  0.322
H  0.120  5.356  1.686  0.397
H  2.654  4.473  0.953  0.329
H  1.215  4.138  -0.013  0.369
H  2.822  2.195  1.501  0.464
H  1.407  1.874  0.447  -0.416
H  3.188  -0.591  2.111  0.277
H  2.749  -1.713  3.418  0.233
H  5.268  -0.627  3.293  0.399
H  4.473  -0.950  4.838  0.313
H  4.514  1.698  3.337  0.208
H  4.963  1.412  5.024  0.411
H  2.429  2.241  4.447  0.326
H  2.689  0.967  5.652  0.399
H  -0.680  0.649  6.225  0.448
H  0.786  -0.156  5.627  0.268
H  -1.535  -1.563  6.083  0.390
H  -0.451  -1.996  4.758  0.328
H  -3.145  -0.851  4.508  0.635
H  -2.043  -1.375  3.224  -0.178
H  -2.375  1.372  4.453  0.537
H  -1.938  0.967  2.782  -0.088

Spin multiplicity: 1
Orbital gap (eV): 8.694
Total charge: +1
Max |F| (eV/A): 15.75

***

Record 2
C33H40Br2N9O4Ti as an isolated structure in a non-equilibrium geometry. Source: OMol25; level of theory: ωB97M-V with the def2-TZVPD basis set.

Last column: Mulliken charge in e.
Positions of all 89 atoms, in Å:
Ti  0.538  1.019  -0.435  -1.724
N  0.725  2.940  0.746  -0.208
C  -0.251  3.929  0.250  -0.511
C  -0.245  3.780  -1.270  0.598
O  -0.327  4.742  -2.008  -0.699
N  -0.046  2.487  -1.624  0.656
C  0.524  2.271  -2.945  -0.657
C  1.753  1.394  -2.712  0.530
O  2.360  0.845  -3.597  -0.661
O  2.048  1.291  -1.420  0.025
H  0.854  3.010  1.747  0.355
H  1.634  3.151  0.341  0.194
H  0.016  4.957  0.493  0.513
H  -1.246  3.724  0.650  0.204
H  0.844  3.219  -3.384  0.759
H  -0.148  1.783  -3.652  -0.013
Br  0.379  -2.427  2.128  0.039
C  1.844  -1.336  2.625  0.697
C  2.730  -1.770  3.617  -0.421
C  3.817  -1.006  3.927  -0.164
Br  4.996  -1.614  5.285  -0.209
C  4.075  0.216  3.261  0.803
C  5.202  1.035  3.497  -1.046
C  5.351  2.191  2.787  -0.925
C  4.362  2.552  1.855  -0.365
N  3.301  1.825  1.604  -0.063
C  3.154  0.657  2.277  -0.243
C  2.013  -0.145  1.940  -1.031
O  1.173  0.230  0.988  1.287
H  2.553  -2.709  4.121  0.583
H  5.937  0.741  4.232  0.386
H  6.210  2.829  2.938  0.432
H  4.455  3.479  1.297  0.466
C  -1.309  -3.192  -1.219  -0.930
N  0.116  -3.144  -1.463  0.712
C  0.683  -4.338  -2.066  -1.360
C  0.844  -2.022  -1.253  -0.788
N  0.264  -0.818  -1.376  1.920
C  -0.732  -0.635  -2.371  0.497
C  -0.582  -1.232  -3.607  -0.974
C  -1.444  -0.954  -4.674  -1.184
C  -2.437  -0.033  -4.528  -1.203
C  -2.646  0.605  -3.285  1.568
C  -3.662  1.581  -3.171  -0.993
C  -3.902  2.200  -1.982  -1.493
C  -3.164  1.829  -0.850  -0.510
C  -2.158  0.894  -0.914  0.216
N  -1.454  0.593  0.294  1.256
C  -2.210  0.237  1.325  -0.575
N  -1.827  0.507  2.596  0.482
C  -2.205  -0.327  3.725  -1.265
C  -1.027  1.670  2.926  -1.064
N  -3.427  -0.363  1.209  0.512
C  -4.538  0.012  2.069  -1.284
C  -3.801  -1.271  0.140  -1.316
C  -1.829  0.272  -2.163  -0.160
N  2.118  -2.232  -0.858  0.701
C  2.481  -3.392  -0.056  -1.531
C  3.274  -1.437  -1.250  -1.041
H  -1.891  -3.081  -2.138  0.254
H  -1.580  -2.405  -0.519  0.101
H  -1.551  -4.154  -0.763  0.530
H  0.025  -4.663  -2.875  0.410
H  0.768  -5.158  -1.350  0.393
H  1.662  -4.125  -2.487  0.402
H  0.263  -1.887  -3.777  0.607
H  -1.288  -1.449  -5.624  0.429
H  -3.081  0.233  -5.357  0.498
H  -4.235  1.835  -4.053  0.457
H  -4.655  2.973  -1.903  0.432
H  -3.374  2.294  0.106  0.569
H  -2.581  -1.285  3.378  0.399
H  -2.958  0.155  4.353  0.349
H  -1.323  -0.517  4.337  0.406
H  0.036  1.438  3.012  -0.108
H  -1.372  2.064  3.882  0.579
H  -1.174  2.432  2.165  0.169
H  -4.292  0.895  2.652  0.387
H  -4.828  -0.797  2.744  0.366
H  -5.396  0.248  1.436  0.399
H  -2.944  -1.528  -0.470  0.225
H  -4.563  -0.827  -0.506  0.305
H  -4.206  -2.187  0.577  0.424
H  1.600  -3.892  0.331  0.500
H  3.084  -3.047  0.787  0.427
H  3.080  -4.105  -0.627  0.432
H  3.088  -0.896  -2.168  0.306
H  4.101  -2.127  -1.429  0.508
H  3.575  -0.734  -0.473  0.067

Spin multiplicity: 1
Orbital gap (eV): 7.227
Total charge: +1
Max |F| (eV/A): 2.61

***

Record 3
C33H40Cl7N3NiO4SbSi3 as an isolated structure in a non-equilibrium geometry. Source: OMol25; level of theory: ωB97M-V with the def2-TZVPD basis set.

Last column: Mulliken charge in e.
Positions of all 92 atoms, in Å:
Ni  -1.294  1.856  -0.252  0.731
C  5.043  -3.448  -1.617  -1.074
O  4.370  -3.328  -0.385  -0.412
C  4.606  -2.201  0.350  1.046
C  5.599  -1.273  0.072  -0.742
C  5.746  -0.151  0.876  -0.477
C  4.889  0.083  1.946  -0.665
C  3.898  -0.868  2.222  0.397
C  3.770  -1.999  1.446  -0.207
N  5.162  1.118  2.862  -0.647
N  4.284  1.867  3.338  -0.529
C  2.986  1.930  2.840  0.247
C  1.972  2.213  3.756  -0.093
C  0.632  2.185  3.422  -0.899
C  0.215  1.891  2.109  0.648
O  -1.001  1.706  1.781  -0.942
C  1.264  1.837  1.104  -0.431
N  0.848  1.853  -0.184  1.093
C  1.733  1.957  -1.147  -0.891
C  3.108  2.042  -0.893  -1.240
C  3.557  1.967  0.398  -0.536
C  2.633  1.847  1.457  0.937
H  4.564  -4.269  -2.147  0.255
H  6.104  -3.680  -1.478  0.356
H  4.955  -2.536  -2.214  0.428
H  6.272  -1.413  -0.763  0.439
H  6.527  0.569  0.665  0.399
H  3.246  -0.713  3.072  0.395
H  3.004  -2.736  1.656  0.363
H  2.272  2.394  4.782  0.422
H  -0.135  2.368  4.163  0.458
H  1.357  2.001  -2.164  0.369
H  3.793  2.179  -1.719  0.452
H  4.613  2.054  0.613  0.813
Cl  -1.544  2.258  -2.682  -0.182
C  -1.274  3.860  -2.039  1.136
C  -1.095  3.887  -0.666  -1.203
C  -0.896  5.141  -0.118  1.105
Cl  -0.669  5.260  1.590  -0.236
C  -0.888  6.300  -0.893  -0.104
Cl  -0.630  7.844  -0.169  -0.220
C  -1.080  6.216  -2.273  0.640
Cl  -1.073  7.641  -3.246  -0.229
C  -1.275  4.971  -2.864  -0.427
Cl  -1.515  4.829  -4.568  -0.230
C  1.978  -1.574  -1.231  0.224
Si  0.204  -2.010  -1.733  0.620
C  0.157  -3.907  -1.714  -1.136
C  -0.015  -1.471  -3.542  -1.070
Sb  -1.518  -0.677  -0.308  -1.210
Si  -3.686  -1.737  -1.242  0.755
C  -3.524  -3.609  -1.518  -0.981
C  -5.113  -1.470  -0.049  -0.565
C  -4.017  -0.924  -2.916  -0.895
Si  -1.340  -1.902  1.961  0.556
C  -1.304  -3.799  1.841  -1.219
C  0.286  -1.429  2.807  -0.216
C  -2.792  -1.390  3.054  -1.131
H  2.681  -2.249  -1.726  0.221
H  2.132  -1.667  -0.154  -0.567
H  2.237  -0.555  -1.512  -0.002
H  0.927  -4.293  -2.386  0.401
H  -0.806  -4.305  -2.035  0.252
H  0.364  -4.290  -0.713  0.299
H  0.807  -1.832  -4.164  0.421
H  -0.050  -0.382  -3.626  0.246
H  -0.946  -1.865  -3.955  0.234
H  -3.167  -4.109  -0.617  0.148
H  -2.823  -3.828  -2.326  0.204
H  -4.492  -4.041  -1.784  0.414
H  -4.977  -2.059  0.861  0.265
H  -6.071  -1.743  -0.497  0.397
H  -5.158  -0.423  0.236  -0.253
H  -3.209  -1.140  -3.619  0.217
H  -4.079  0.160  -2.795  0.167
H  -4.954  -1.269  -3.358  0.409
H  -0.403  -4.136  1.324  0.268
H  -2.169  -4.202  1.311  0.258
H  -1.295  -4.230  2.845  0.420
H  1.067  -1.231  2.071  -0.691
H  0.633  -2.231  3.465  0.613
H  0.162  -0.525  3.403  0.281
H  -3.714  -1.890  2.749  0.322
H  -2.951  -0.312  2.973  0.200
H  -2.605  -1.630  4.103  0.469
Cl  -6.461  1.890  -0.822  -0.188
C  -5.582  2.660  0.521  0.061
Cl  -5.736  1.712  2.013  -0.182
C  -4.089  2.887  0.118  -0.129
O  -3.787  4.066  -0.007  -0.604
O  -3.401  1.834  -0.050  -0.177
H  -6.053  3.617  0.701  0.362

Spin multiplicity: 3
Orbital gap (alpha / beta) (eV): 6.908 / 6.891
⟨S²⟩: 2.01
Total charge: -1
Max |F| (eV/A): 1.80

***

Record 4
C33H40CuN3O7P4S as an isolated structure in a non-equilibrium geometry. Source: OMol25; level of theory: ωB97M-V with the def2-TZVPD basis set.

Last column: Mulliken charge in e.
Positions of all 89 atoms, in Å:
Cu  -0.903  0.093  0.381  1.029
C  6.716  1.779  4.390  -0.631
S  5.368  2.503  5.348  -0.146
C  4.279  2.995  3.986  -1.013
C  3.488  1.845  3.377  0.508
C  2.608  2.346  2.230  -1.646
N  1.744  1.326  1.612  0.557
P  2.161  0.498  0.145  0.434
C  3.970  0.209  0.449  0.320
C  4.321  -1.052  0.935  -0.382
C  5.633  -1.350  1.287  -0.574
C  6.622  -0.389  1.135  -0.688
C  6.296  0.860  0.617  -0.726
C  4.983  1.155  0.274  -0.364
C  2.317  1.860  -1.082  0.613
C  1.803  3.137  -0.882  0.133
C  1.950  4.118  -1.861  -0.750
C  2.578  3.822  -3.060  -0.490
C  3.058  2.536  -3.285  -0.772
C  2.928  1.564  -2.303  -0.737
P  0.207  0.860  2.227  1.765
C  0.584  -0.261  3.640  -0.028
C  -0.390  -0.490  4.618  -0.834
C  -0.171  -1.412  5.632  -0.672
C  1.021  -2.126  5.682  -0.651
C  1.986  -1.923  4.705  -0.742
C  1.764  -1.002  3.685  0.254
C  -0.432  2.303  3.147  0.127
C  0.134  2.798  4.324  -0.096
C  -0.446  3.870  4.986  -0.977
C  -1.610  4.449  4.492  -0.760
C  -2.193  3.955  3.336  -0.217
C  -1.602  2.888  2.667  0.750
H  7.437  1.377  5.102  0.397
H  7.202  2.542  3.780  0.238
H  6.355  0.970  3.756  0.068
H  4.893  3.491  3.227  0.374
H  3.606  3.747  4.406  0.393
H  2.874  1.382  4.149  0.025
H  4.169  1.075  3.008  -0.436
H  3.242  2.766  1.451  0.813
H  1.986  3.165  2.596  0.763
H  3.552  -1.816  1.025  0.470
H  5.883  -2.333  1.668  0.443
H  7.647  -0.614  1.407  0.425
H  7.070  1.607  0.479  0.428
H  4.750  2.129  -0.142  0.318
H  1.271  3.364  0.034  0.087
H  1.567  5.118  -1.682  0.415
H  2.684  4.587  -3.822  0.364
H  3.535  2.290  -4.227  0.401
H  3.309  0.562  -2.481  0.444
H  -1.323  0.064  4.586  0.490
H  -0.931  -1.572  6.389  0.412
H  1.198  -2.834  6.483  0.396
H  2.919  -2.475  4.737  0.479
H  2.524  -0.836  2.931  0.069
H  1.017  2.329  4.746  0.444
H  0.008  4.251  5.893  0.449
H  -2.062  5.282  5.018  0.393
H  -3.104  4.403  2.955  0.431
H  -2.011  2.497  1.744  -1.226
C  -4.048  2.305  -2.580  -1.659
C  -3.223  1.167  -1.995  1.026
O  -3.300  -0.001  -2.831  -0.673
P  -3.921  0.631  -0.379  0.611
O  -5.208  -0.200  -0.807  -0.593
O  -4.591  1.900  0.310  -0.575
O  -3.007  -0.121  0.522  -0.764
P  -1.470  1.656  -1.669  0.886
O  -1.109  2.589  -2.932  -0.610
O  -1.456  2.454  -0.397  -0.549
O  -0.695  0.369  -1.760  -0.993
H  -5.115  2.078  -2.568  0.364
H  -3.730  2.472  -3.608  0.370
H  -3.885  3.217  -2.007  0.322
H  -2.418  -0.404  -2.827  0.382
H  -5.123  -0.523  -1.722  0.398
H  -3.955  2.358  0.883  0.355
H  -0.841  3.474  -2.636  0.379
N  -0.051  -2.712  1.231  0.075
C  0.076  -4.029  0.963  -0.152
C  -0.088  -4.167  -0.393  -1.188
C  -0.315  -2.854  -0.862  -0.260
N  -0.284  -1.978  0.128  0.040
H  0.002  -2.250  2.124  0.049
H  0.271  -4.753  1.740  0.489
H  -0.051  -5.080  -0.967  0.373
H  -0.477  -2.503  -1.872  0.536

Spin multiplicity: 1
Orbital gap (eV): 8.186
Total charge: 0
Max |F| (eV/A): 1.12

***

Number 1: E_tot -111844.5397 eV. Number 2: E_tot -219670.8719 eV. Number 3: E_tot -206406.4051 eV. Number 4: E_tot -146311.3418 eV.